{"formula": "C7H12O", "method": "ωB97M-V/def2-TZVPD", "elements": ["C", "C", "C", "C", "H", "H", "H", "H", "H", "H", "C", "C", "O", "H", "H", "C", "H", "H", "H", "H"], "positions_angstrom": [[0.681, -1.000, 1.863], [-0.578, -0.892, 1.514], [-1.694, -1.371, 0.697], [-1.883, -0.268, 1.733], [1.127, -0.336, 2.590], [1.364, -1.637, 1.317], [-1.736, -1.092, -0.346], [-2.103, -2.351, 0.906], [-2.424, -0.502, 2.641], [-2.037, 0.737, 1.365], [0.660, -0.353, -2.614], [-0.056, 0.553, -2.012], [-1.047, 1.090, -1.603], [1.685, -0.526, -2.342], [0.270, -0.874, -3.469], [1.575, 1.733, -0.476], [0.459, 1.958, -0.647], [1.740, 0.753, -0.050], [1.816, 2.470, 0.293], [2.181, 1.908, -1.357]], "forces_ev_per_angstrom": [[0.327, 0.379, -0.344], [-0.243, -0.125, 0.046], [0.038, -0.182, -0.180], [-0.025, 0.123, 0.186], [-0.067, -0.013, 0.211], [-0.034, -0.279, 0.061], [0.024, 0.078, -0.039], [-0.010, -0.008, 0.089], [-0.019, -0.038, 0.011], [-0.001, 0.036, -0.054], [1.490, 0.099, 0.201], [-5.012, -0.067, 0.133], [2.584, -0.958, -1.142], [0.144, 0.024, 0.062], [-0.352, 0.109, -0.117], [-1.545, 1.397, 0.703], [2.426, -0.328, 0.400], [-0.150, -0.246, -0.054], [0.443, -0.054, -0.025], [-0.021, 0.054, -0.148]], "smiles": "C=C1CC1.C=C=O.C", "orbital_gap_ev": 9.955, "multiplicity": 1, "e_tot_ha": -349.010035, "molar_mass_g_mol": 112.172}

---

{"formula": "C29H43BrCl2FNO11S", "method": "ωB97M-V/def2-TZVPD", "elements": ["C", "C", "Cl", "C", "C", "C", "O", "C", "C", "C", "C", "C", "F", "C", "Br", "C", "O", "N", "C", "C", "C", "C", "S", "O", "O", "Cl", "C", "O", "H", "H", "H", "H", "H", "H", "H", "H", "H", "H", "H", "H", "H", "H", "H", "H", "H", "H", "H", "C", "C", "O", "C", "C", "O", "H", "H", "H", "H", "H", "H", "H", "H", "C", "C", "O", "C", "C", "O", "H", "H", "H", "H", "H", "H", "H", "H", "C", "C", "O", "C", "C", "O", "H", "H", "H", "H", "H", "H", "H", "H"], "positions_angstrom": [[8.077, -0.383, 0.550], [6.964, 0.795, 0.137], [7.234, 2.398, 1.027], [5.435, 0.207, 0.205], [4.477, 0.909, 1.347], [3.076, 1.624, 0.778], [2.696, 1.689, -0.643], [2.091, 2.282, 1.911], [2.460, 2.297, 3.508], [3.823, 1.615, 4.108], [4.128, 1.674, 5.720], [2.938, 0.779, 6.452], [3.644, -0.226, 7.304], [4.826, 0.890, 2.983], [6.505, 0.028, 3.712], [1.192, 3.062, 4.212], [1.151, 3.827, 5.307], [0.067, 2.698, 3.220], [-0.399, 1.272, 3.419], [-1.772, 0.873, 2.612], [-1.506, -0.059, 1.262], [-0.902, -1.549, 1.592], [-0.216, -2.445, 0.061], [-1.380, -2.805, -0.940], [0.460, -3.765, 0.586], [1.251, -1.235, -0.880], [0.635, 3.029, 1.823], [0.039, 3.730, 0.843], [8.778, -0.042, 1.443], [8.749, -0.686, -0.389], [7.502, -1.382, 0.843], [7.184, 1.013, -1.016], [4.937, 0.366, -0.856], [5.379, -0.966, 0.405], [2.845, 2.669, -0.890], [3.935, 2.798, 6.070], [5.213, 1.354, 6.031], [2.261, 1.490, 7.088], [2.364, 0.205, 5.594], [0.396, 0.449, 3.176], [-0.639, 1.159, 4.583], [-2.402, 1.818, 2.330], [-2.416, 0.192, 3.345], [-0.863, 0.525, 0.459], [-2.575, -0.240, 0.764], [-1.784, -2.244, 1.994], [-0.082, -1.542, 2.427], [-2.933, -8.541, -2.463], [-4.120, -7.612, -2.621], [-4.592, -7.160, -1.338], [-4.085, -6.107, -0.662], [-2.777, -5.519, -1.107], [-4.648, -5.685, 0.347], [-2.085, -8.036, -1.993], [-2.611, -8.925, -3.435], [-3.193, -9.387, -1.818], [-3.910, -6.767, -3.283], [-4.948, -8.164, -3.079], [-1.966, -5.970, -0.530], [-2.800, -4.441, -0.920], [-2.579, -5.638, -2.171], [-0.883, 4.047, -3.912], [0.216, 5.077, -3.743], [1.290, 4.554, -2.940], [2.309, 3.807, -3.416], [2.207, 3.235, -4.800], [3.272, 3.537, -2.698], [-0.525, 3.157, -4.435], [-1.721, 4.466, -4.476], [-1.248, 3.713, -2.935], [0.588, 5.459, -4.698], [-0.184, 5.941, -3.201], [1.810, 2.218, -4.740], [3.209, 3.208, -5.238], [1.595, 3.827, -5.477], [-5.819, -0.661, -2.608], [-5.116, -0.220, -1.339], [-4.471, 1.053, -1.527], [-5.082, 2.250, -1.392], [-6.580, 2.296, -1.314], [-4.424, 3.290, -1.407], [-6.611, 0.037, -2.893], [-6.262, -1.652, -2.478], [-5.113, -0.696, -3.444], [-5.782, -0.199, -0.472], [-4.323, -0.937, -1.102], [-6.986, 2.476, -2.313], [-6.867, 3.120, -0.653], [-7.028, 1.399, -0.893]], "forces_ev_per_angstrom": [[0.032, -0.390, -0.008], [0.806, -1.796, -1.737], [-0.284, -1.456, -0.765], [-1.194, 0.147, 0.546], [-1.981, 1.109, 1.253], [0.160, 0.588, 3.646], [1.707, 1.376, 3.766], [2.493, -0.774, 0.968], [2.146, -1.214, -2.231], [-0.565, 0.459, -3.578], [-1.354, 0.758, -0.529], [1.501, -0.177, -0.569], [-1.766, 1.974, -1.476], [-3.782, 2.071, -1.095], [-2.236, 1.021, -1.101], [1.227, 1.611, 3.003], [-0.053, -5.257, -7.203], [0.338, 1.477, 0.006], [-0.984, -1.141, 0.985], [0.048, -0.864, 0.107], [-0.866, 0.285, -0.620], [-0.823, 1.049, 1.156], [-2.131, -6.847, -0.727], [4.381, 2.624, 3.511], [-1.895, 5.446, -1.708], [-1.225, -0.593, 0.887], [-1.046, 1.211, -3.593], [3.926, -4.901, 6.787], [-1.583, -0.724, -1.983], [-1.454, 0.967, 2.057], [1.244, 2.285, -0.413], [-0.611, -0.167, 2.727], [0.820, -0.090, 2.407], [0.515, 2.559, -0.326], [-0.295, -1.743, 0.011], [0.610, -2.407, -0.955], [-2.340, 0.395, -0.832], [1.299, -1.780, -1.005], [1.004, 0.998, 2.136], [-1.018, 1.682, 0.308], [0.595, 0.445, -2.539], [1.336, -1.830, 0.485], [1.305, 1.565, -1.496], [-1.131, -1.254, 1.763], [2.388, 0.444, 0.994], [2.041, 1.202, -1.288], [-1.213, -0.100, -1.963], [0.199, -0.046, 0.148], [0.218, -0.082, 0.062], [-0.608, 0.103, 0.127], [-0.407, 0.606, 1.559], [-0.152, 0.531, -0.379], [0.673, -1.065, -1.955], [-0.068, 0.009, -0.140], [-0.053, 0.036, 0.091], [-0.057, 0.110, -0.165], [0.065, -0.018, 0.163], [-0.025, 0.198, 0.317], [-0.070, 0.106, -0.056], [0.076, -0.433, 0.196], [0.112, -0.184, 0.048], [-0.020, -0.255, 0.065], [-0.354, -0.135, -0.156], [0.888, -0.035, 0.238], [0.545, -0.256, 0.837], [0.363, 0.329, -0.580], [-1.691, 0.572, -0.668], [-0.028, 0.125, -0.065], [0.097, -0.022, 0.092], [0.004, 0.177, -0.126], [0.077, -0.146, 0.075], [0.331, -0.219, 0.105], [0.046, 0.129, 0.025], [-0.146, -0.203, 0.253], [-0.172, -0.122, 0.113], [-0.105, 0.071, -0.196], [-0.170, -0.104, -0.176], [0.472, 0.271, 0.287], [0.895, 1.666, -0.242], [-0.394, 0.023, 0.616], [-0.917, -2.260, 0.000], [0.006, -0.100, 0.106], [0.071, 0.102, 0.006], [-0.029, -0.062, 0.200], [-0.007, 0.114, -0.123], [0.059, 0.337, -0.044], [0.054, -0.023, 0.124], [0.137, -0.006, -0.338], [-0.004, -0.080, -0.215]], "smiles": "C[C@H](Cl)Cc1c(O)c2c(c(CCF)c1Br)C(=O)N(CCCCS(=O)(=O)Cl)C2=O.CCOC(C)=O.CCOC(C)=O.CCOC(C)=O", "orbital_gap_ev": 7.595, "multiplicity": 1, "e_tot_ha": -6005.080075, "molar_mass_g_mol": 783.534}

---

{"formula": "C34H32FeN3O3PS4", "method": "ωB97M-V/def2-TZVPD", "elements": ["Fe", "C", "C", "C", "C", "C", "C", "C", "N", "C", "N", "C", "C", "C", "C", "C", "C", "C", "N", "C", "C", "C", "C", "C", "C", "C", "H", "H", "H", "H", "H", "H", "H", "H", "H", "H", "H", "H", "H", "H", "H", "H", "H", "H", "H", "H", "H", "H", "S", "P", "S", "C", "C", "C", "C", "C", "C", "C", "C", "C", "C", "C", "C", "H", "H", "H", "H", "H", "H", "H", "H", "H", "H", "O", "S", "O", "O", "S"], "positions_angstrom": [[-0.164, -0.247, 0.761], [5.689, 2.063, 0.262], [5.697, 0.646, -0.244], [6.597, -1.657, 0.417], [6.266, -2.518, -0.752], [5.323, -2.200, -1.673], [4.513, -1.038, -1.689], [4.621, 0.158, -0.940], [3.427, 1.018, -1.039], [2.405, 0.752, -0.122], [2.347, 1.576, 0.981], [1.531, 1.367, 2.122], [1.517, 0.151, 2.833], [0.743, 0.062, 3.998], [0.053, 1.151, 4.479], [0.108, 2.351, 3.785], [0.826, 2.476, 2.610], [0.812, 3.769, 1.846], [1.550, -0.198, -0.178], [1.454, -1.194, -1.203], [1.676, -2.520, -0.858], [1.520, -3.521, -1.806], [1.124, -3.190, -3.091], [0.867, -1.862, -3.411], [1.018, -0.841, -2.482], [0.684, 0.580, -2.830], [6.569, 2.226, 0.882], [4.808, 2.292, 0.865], [5.723, 2.786, -0.564], [7.501, -2.038, 0.895], [6.823, -3.439, -0.883], [5.122, -2.913, -2.465], [3.700, -1.041, -2.402], [3.716, 1.982, -0.937], [2.631, 2.531, 0.827], [0.728, -0.884, 4.523], [-0.528, 1.069, 5.388], [-0.444, 3.208, 4.148], [0.160, 4.490, 2.336], [0.433, 3.606, 0.836], [1.806, 4.227, 1.782], [2.010, -2.753, 0.142], [1.711, -4.551, -1.535], [1.002, -3.960, -3.841], [0.530, -1.606, -4.409], [0.266, 0.634, -3.835], [1.574, 1.212, -2.788], [-0.051, 0.980, -2.131], [4.324, -2.568, 5.032], [4.265, -1.097, 3.763], [2.546, -1.247, 2.450], [4.027, 0.517, 4.548], [3.680, 0.598, 5.889], [3.514, 1.841, 6.489], [3.694, 2.999, 5.749], [4.048, 2.920, 4.406], [4.218, 1.683, 3.808], [5.632, -0.931, 2.591], [6.734, -0.151, 3.053], [7.793, 0.363, 2.262], [7.954, 0.417, 0.907], [6.972, -0.164, -0.049], [5.499, -1.624, 1.427], [3.558, -0.318, 6.453], [3.248, 1.902, 7.537], [3.572, 3.967, 6.219], [4.202, 3.825, 3.830], [4.527, 1.606, 2.774], [6.768, 0.079, 4.110], [8.589, 0.828, 2.842], [8.868, 0.838, 0.506], [7.462, -0.239, -1.029], [4.572, -2.114, 1.166], [-0.805, 1.665, 0.408], [-2.103, 0.912, 0.234], [-3.248, 1.690, -0.115], [-1.676, -0.171, -0.717], [-2.149, -0.142, 1.954]], "forces_ev_per_angstrom": [[-0.357, 0.861, 0.998], [-0.027, -0.023, 0.115], [0.038, 0.062, -0.060], [0.034, 0.012, 0.002], [0.082, -0.015, 0.016], [-0.085, 0.157, 0.033], [0.088, -0.070, -0.063], [-0.035, 0.027, 0.010], [-0.003, -0.021, -0.102], [0.203, -0.077, 0.479], [-0.054, -0.010, -0.112], [0.017, 0.008, -0.139], [-0.010, -0.034, 0.048], [-0.068, -0.021, 0.024], [0.059, -0.038, -0.024], [0.041, 0.037, -0.034], [-0.204, 0.086, 0.057], [0.080, 0.023, 0.007], [-0.294, -0.520, -1.135], [0.272, 0.318, -0.005], [0.044, -0.028, -0.069], [-0.016, 0.051, 0.036], [0.009, 0.053, 0.010], [0.032, -0.045, -0.039], [-0.107, 0.030, -0.074], [0.068, 0.052, -0.006], [-0.034, 0.012, -0.020], [-0.011, 0.004, -0.009], [0.015, 0.007, -0.012], [0.029, 0.045, -0.027], [-0.033, -0.040, 0.037], [-0.012, -0.020, -0.009], [0.000, 0.001, -0.006], [-0.010, -0.012, -0.019], [0.109, -0.084, 0.101], [0.027, -0.004, 0.009], [-0.022, -0.006, 0.005], [-0.002, 0.005, 0.005], [-0.001, 0.002, 0.021], [0.021, -0.012, 0.001], [0.016, -0.003, 0.029], [0.034, -0.013, 0.073], [0.015, -0.016, 0.003], [-0.014, -0.010, -0.009], [-0.007, -0.005, -0.012], [-0.002, 0.001, -0.011], [-0.018, -0.035, -0.033], [0.018, -0.018, -0.002], [-0.044, -0.034, -0.009], [0.065, 0.010, 0.038], [-0.119, -0.021, -0.114], [0.059, 0.109, 0.031], [-0.016, 0.053, -0.007], [0.000, -0.038, -0.023], [0.008, 0.006, -0.018], [-0.024, -0.009, 0.014], [0.004, -0.023, 0.028], [0.117, -0.085, 0.087], [-0.020, 0.025, -0.252], [-0.023, 0.017, 0.135], [-0.016, -0.014, 0.012], [-0.045, -0.041, -0.023], [0.099, -0.052, 0.054], [-0.007, -0.013, 0.008], [-0.001, -0.003, 0.008], [-0.015, 0.009, 0.001], [0.014, 0.006, 0.000], [0.002, -0.004, 0.018], [-0.008, 0.026, 0.037], [-0.008, 0.007, 0.015], [0.056, -0.049, 0.000], [-0.072, -0.041, -0.056], [-0.062, 0.091, -0.064], [0.121, -0.043, 0.083], [-0.010, -0.488, 0.072], [0.008, 0.121, -0.171], [0.202, -0.189, -0.072], [-0.190, -0.005, 0.082]], "orbital_gap_ev": [5.021, 4.969], "multiplicity": 2, "e_tot_ha": -4902.621034, "molar_mass_g_mol": 745.735, "charge": -1}

---

{"formula": "C5H11O2", "method": "ωB97M-V/def2-TZVPD", "elements": ["C", "C", "O", "O", "H", "H", "H", "C", "C", "C", "H", "H", "H", "H", "H", "H", "H", "H"], "positions_angstrom": [[-0.649, 1.450, -1.320], [-2.116, 0.975, -1.032], [-2.449, 1.221, 0.114], [-2.902, 0.640, -1.908], [-0.671, 2.280, -2.075], [-0.058, 0.696, -1.804], [-0.391, 2.201, -0.335], [0.296, -0.887, 0.912], [1.218, 0.227, 1.399], [0.974, -1.940, -0.004], [-0.285, -1.375, 1.773], [-0.447, -0.309, 0.274], [1.815, 0.663, 0.588], [1.779, -0.188, 2.323], [1.359, -1.488, -0.921], [1.776, -2.453, 0.430], [0.602, 1.006, 1.779], [0.149, -2.719, -0.194]], "forces_ev_per_angstrom": [[-0.850, 3.707, 0.982], [0.412, 1.813, -0.429], [-0.350, 0.108, 3.459], [-0.113, -1.261, -2.480], [-0.419, -0.779, 0.101], [1.048, -0.400, 0.599], [0.247, -3.037, -2.415], [-0.994, 0.533, -0.911], [0.600, -1.668, 1.656], [-2.903, -0.014, -0.031], [0.893, 0.692, -1.195], [0.462, -1.235, 0.931], [0.228, -0.387, 0.388], [-0.049, 0.907, -1.635], [-0.380, -0.058, -0.076], [1.335, -0.771, 1.024], [-0.534, 0.834, 0.345], [1.367, 1.017, -0.312]], "orbital_gap_ev": 7.403, "multiplicity": 1, "e_tot_ha": -347.590529, "molar_mass_g_mol": 103.141, "charge": -1}

---

{"formula": "C2H14NO3", "method": "ωB97M-V/def2-TZVPD", "elements": ["C", "N", "C", "H", "H", "H", "H", "H", "H", "H", "H", "H", "H", "O", "H", "H", "O", "H", "H", "O"], "positions_angstrom": [[-0.649, -0.620, -1.713], [-0.154, -0.966, -0.365], [0.872, -2.030, -0.292], [-1.495, 0.064, -1.628], [0.022, 0.029, -2.274], [-0.840, -1.543, -2.252], [-0.969, -1.343, 0.117], [0.154, -0.130, 0.166], [0.866, -2.769, -1.084], [0.969, -2.592, 0.635], [1.777, -1.414, -0.355], [-1.545, 1.243, 1.026], [-2.693, 0.295, 1.657], [-2.020, 0.371, 0.957], [-0.621, 3.371, 0.251], [-0.007, 2.908, 1.537], [-0.541, 2.565, 0.786], [2.844, 0.592, 1.404], [1.900, 1.460, 0.658], [2.129, 0.509, 0.770]], "forces_ev_per_angstrom": [[0.218, 1.037, -0.619], [-1.058, -1.377, 0.406], [2.235, 0.813, -0.316], [-0.415, -0.652, 0.375], [0.740, -0.498, 0.205], [-0.254, 0.123, -0.054], [-0.225, 0.744, 0.350], [0.082, -0.201, -0.051], [-0.530, 0.306, -0.396], [-0.774, 0.520, 0.312], [0.318, -0.690, -0.177], [-0.495, -0.264, 0.131], [0.547, 0.381, -0.396], [-0.372, -0.213, 0.338], [-0.187, 0.024, -0.427], [0.100, -0.361, 0.095], [0.260, 0.268, 0.278], [0.411, -0.306, 0.431], [-0.278, -0.206, -0.185], [-0.323, 0.551, -0.300]], "orbital_gap_ev": [3.293, 11.564], "multiplicity": 2, "e_tot_ha": -364.933548, "molar_mass_g_mol": 100.138}